# 1
Formula: C66H171N13O17
Source: the Open Molecules 2025 dataset
Level of theory: ωB97M-V/def2-TZVPD

The calculation puts the HOMO-LUMO gap at 8.4 eV.

Last column: Mulliken charge in e.
CARTESIAN COORDINATES (ANGSTROEM)
C (-0.27, 5.32, -1.72)  -0.984
C (-0.66, 4.08, -2.54)  -0.093
O (-1.09, 3.06, -1.57)  1.411
O (0.88, 5.09, -0.88)  -0.429
H (-0.99, 5.65, -0.97)  0.233
H (-0.13, 6.22, -2.33)  0.424
H (0.22, 3.76, -3.11)  -0.060
H (-1.43, 4.40, -3.23)  0.364
H (-0.27, 2.78, -1.15)  -0.954
H (0.83, 5.67, -0.12)  0.162
C (-0.05, 5.60, 3.82)  0.093
C (0.80, 6.04, 2.66)  -0.197
O (0.21, 6.44, 1.45)  -0.530
O (-0.66, 6.74, 4.49)  -0.580
H (0.50, 5.00, 4.54)  0.270
H (-0.78, 4.83, 3.55)  -0.027
H (1.35, 5.14, 2.38)  -0.099
H (1.55, 6.77, 2.95)  0.541
H (-0.18, 7.30, 1.65)  0.306
H (-1.12, 6.30, 5.21)  0.351
C (1.63, -3.57, 5.82)  -1.704
C (1.35, -2.95, 4.38)  2.351
C (2.10, -3.81, 3.30)  -1.692
O (1.96, -3.19, 2.05)  0.639
C (2.73, -3.93, 1.03)  -1.313
N (-0.05, -2.81, 4.33)  -0.360
H (0.99, -3.04, 6.53)  0.385
H (2.66, -3.36, 6.12)  0.408
H (1.45, -4.64, 5.88)  0.392
H (1.85, -1.98, 4.33)  -0.988
H (1.59, -4.78, 3.28)  0.414
H (3.11, -4.09, 3.60)  0.524
H (2.09, -4.80, 0.85)  0.527
H (3.69, -4.31, 1.37)  0.522
H (2.91, -3.36, 0.13)  -0.041
H (-0.23, -2.35, 3.45)  -0.410
H (-0.35, -2.06, 4.93)  0.173
C (5.80, -2.24, -1.59)  -1.637
C (6.24, -0.98, -2.33)  0.944
C (7.09, -0.07, -1.38)  0.410
O (8.18, -0.75, -0.74)  -0.433
C (9.11, 0.08, -0.09)  -0.802
N (6.98, -1.41, -3.49)  -0.726
H (6.54, -2.74, -0.98)  0.333
H (5.41, -2.97, -2.30)  0.643
H (5.02, -2.01, -0.86)  0.158
H (5.37, -0.42, -2.66)  -0.354
H (6.47, 0.25, -0.54)  -0.586
H (7.47, 0.79, -1.93)  0.610
H (9.71, 0.74, -0.72)  0.330
H (9.80, -0.53, 0.49)  0.296
H (8.55, 0.68, 0.63)  0.266
H (7.20, -0.55, -3.97)  0.296
H (7.80, -1.88, -3.17)  0.325
C (5.67, 3.33, -0.02)  -1.108
C (5.10, 4.65, -0.56)  0.465
C (4.52, 4.69, -2.00)  -0.105
O (5.49, 4.16, -2.93)  -0.494
C (5.08, 3.12, -3.85)  -0.630
N (4.05, 5.02, 0.42)  -0.703
H (6.00, 3.43, 1.01)  0.349
H (6.39, 3.02, -0.78)  0.518
H (5.02, 2.46, 0.05)  -0.081
H (5.89, 5.40, -0.56)  0.325
H (4.32, 5.68, -2.42)  0.473
H (3.62, 4.07, -2.02)  -0.215
H (5.73, 3.00, -4.73)  0.453
H (4.17, 3.41, -4.36)  0.323
H (4.82, 2.17, -3.38)  0.069
H (3.73, 4.16, 0.83)  -0.014
H (3.27, 5.44, -0.07)  0.253
C (-4.52, -1.45, -0.24)  -0.943
C (-4.14, -1.42, -1.72)  1.000
C (-5.43, -1.29, -2.53)  -0.883
O (-6.25, -2.44, -2.37)  -0.394
C (-6.08, -3.47, -3.30)  -0.592
N (-3.35, -0.23, -1.90)  1.787
H (-5.01, -0.52, 0.05)  -0.041
H (-3.61, -1.47, 0.36)  -0.262
H (-5.26, -2.21, 0.01)  0.748
H (-3.57, -2.28, -2.04)  0.134
H (-5.26, -1.01, -3.57)  0.524
H (-6.08, -0.53, -2.09)  0.031
H (-5.05, -3.62, -3.64)  0.249
H (-6.74, -3.34, -4.15)  0.307
H (-6.33, -4.33, -2.68)  0.185
H (-3.78, 0.62, -1.57)  0.304
H (-2.53, -0.29, -1.31)  -1.871
C (3.40, -4.68, -2.19)  -1.831
C (2.11, -5.33, -2.76)  2.687
C (1.57, -4.70, -4.04)  -1.385
O (0.90, -3.44, -3.87)  -0.174
C (-0.41, -3.47, -3.24)  0.114
N (2.47, -6.75, -2.95)  -0.864
H (3.30, -3.61, -2.33)  0.176
H (4.20, -4.95, -2.88)  0.518
H (3.74, -4.93, -1.19)  0.393
H (1.27, -5.38, -2.07)  -1.041
H (0.99, -5.45, -4.58)  0.526
H (2.44, -4.54, -4.67)  0.257
H (-1.09, -4.22, -3.64)  0.625
H (-0.89, -2.50, -3.37)  -0.460
H (-0.32, -3.54, -2.15)  -0.035
H (2.53, -7.18, -2.05)  0.293
H (1.69, -7.18, -3.44)  0.293
C (-4.87, 4.53, -0.82)  -1.685
C (-5.05, 3.13, -0.16)  2.095
C (-6.52, 2.66, -0.19)  -0.692
O (-7.45, 3.53, 0.49)  -0.499
C (-7.47, 3.53, 1.95)  -0.326
N (-4.13, 2.28, -0.84)  -0.092
H (-5.40, 5.18, -0.12)  0.447
H (-5.29, 4.71, -1.80)  0.343
H (-3.82, 4.82, -0.89)  0.364
H (-4.88, 3.10, 0.92)  -1.335
H (-6.67, 1.66, 0.21)  0.133
H (-6.79, 2.58, -1.25)  0.468
H (-7.43, 2.49, 2.24)  0.117
H (-8.37, 3.99, 2.35)  0.329
H (-6.53, 3.99, 2.24)  0.134
H (-4.38, 2.47, -1.80)  0.182
H (-3.16, 2.56, -0.77)  -0.895
C (-6.13, -1.52, 3.58)  -1.379
C (-5.02, -0.51, 4.04)  1.404
C (-5.39, 1.03, 3.79)  -0.548
O (-4.36, 1.74, 4.49)  0.012
C (-4.55, 3.12, 4.26)  -0.944
N (-4.83, -0.81, 5.45)  -0.635
H (-5.71, -2.51, 3.39)  0.329
H (-6.42, -1.18, 2.59)  0.299
H (-7.04, -1.60, 4.17)  0.384
H (-4.08, -0.67, 3.52)  -0.421
H (-6.37, 1.29, 4.19)  0.423
H (-5.45, 1.12, 2.71)  -0.145
H (-5.54, 3.56, 4.40)  0.386
H (-4.16, 3.38, 3.28)  0.114
H (-3.84, 3.52, 4.98)  0.497
H (-4.11, -0.12, 5.62)  -0.225
H (-5.59, -0.56, 6.06)  0.335
C (-1.01, 0.09, -4.80)  -0.553
C (-1.95, 1.26, -4.86)  2.444
C (-1.76, 2.24, -6.12)  -1.061
O (-2.65, 3.35, -5.88)  -0.247
C (-2.86, 4.14, -7.01)  -0.876
N (-3.28, 0.61, -4.94)  -0.777
H (-1.24, -0.48, -3.89)  -0.370
H (0.01, 0.47, -4.83)  -0.381
H (-1.09, -0.51, -5.70)  0.689
H (-1.87, 1.79, -3.91)  -1.260
H (-2.01, 1.75, -7.06)  0.556
H (-0.77, 2.70, -6.12)  0.182
H (-3.53, 4.95, -6.73)  0.248
H (-3.27, 3.54, -7.81)  0.347
H (-1.98, 4.71, -7.31)  0.289
H (-3.20, -0.25, -5.46)  0.354
H (-3.42, 0.26, -4.00)  0.082
C (-3.11, 2.00, 8.04)  -1.474
C (-1.77, 1.70, 7.26)  0.217
C (-1.61, 0.16, 6.91)  -0.222
O (-0.39, -0.15, 6.13)  0.088
C (0.84, 0.24, 6.76)  -0.718
N (-1.75, 2.51, 6.07)  -0.401
H (-2.94, 2.82, 8.73)  0.377
H (-3.41, 1.10, 8.58)  0.410
H (-4.05, 2.11, 7.50)  0.255
H (-0.92, 2.04, 7.85)  0.611
H (-2.51, -0.12, 6.35)  -0.396
H (-1.67, -0.47, 7.80)  0.512
H (1.10, 0.05, 7.80)  0.414
H (1.09, 1.30, 6.69)  0.334
H (1.61, -0.29, 6.21)  0.039
H (-0.95, 2.24, 5.52)  0.037
H (-2.56, 2.29, 5.51)  0.137
C (4.41, 4.50, -7.80)  -1.401
C (3.49, 3.58, -8.59)  0.308
C (2.68, 2.67, -7.58)  -0.589
O (3.47, 1.92, -6.61)  -0.377
C (2.82, 1.16, -5.63)  -0.486
N (2.62, 4.38, -9.45)  -0.754
H (5.22, 4.01, -7.26)  0.303
H (3.96, 5.10, -7.01)  0.307
H (4.87, 5.19, -8.50)  0.426
H (4.06, 2.87, -9.19)  0.366
H (2.24, 1.87, -8.19)  0.347
H (1.93, 3.26, -7.07)  0.225
H (2.15, 0.35, -5.93)  0.625
H (2.16, 1.72, -4.97)  -0.030
H (3.55, 0.69, -4.97)  0.183
H (1.82, 3.87, -9.82)  0.293
H (2.14, 4.93, -8.75)  0.298
C (3.71, 0.38, 4.58)  -0.774
C (4.79, 0.95, 3.60)  0.040
C (5.23, -0.05, 2.48)  1.155
O (6.04, -1.01, 2.94)  -0.521
C (6.43, -2.08, 2.08)  0.211
N (4.20, 2.18, 2.99)  -0.329
H (4.11, -0.60, 4.86)  0.465
H (2.78, 0.19, 4.05)  -0.156
H (3.44, 0.92, 5.49)  0.463
H (5.65, 1.22, 4.23)  0.376
H (5.82, 0.40, 1.68)  -0.669
H (4.44, -0.54, 1.90)  -0.275
H (7.00, -2.79, 2.68)  0.402
H (7.09, -1.82, 1.24)  -0.102
H (5.55, -2.54, 1.63)  -0.302
H (3.84, 2.84, 3.66)  0.330
H (3.36, 2.05, 2.44)  -0.427
C (-1.29, -6.18, 3.02)  -1.424
C (-2.04, -5.66, 1.75)  1.555
C (-1.05, -5.93, 0.57)  -0.466
C (-1.71, -6.02, -0.84)  0.839
C (-2.81, -7.07, -0.88)  -1.473
C (-3.87, -6.62, 0.20)  1.688
N (-3.24, -6.42, 1.51)  0.566
O (-4.15, -6.35, 2.59)  -0.456
C (-4.64, -5.37, -0.27)  -2.040
C (-4.82, -7.80, 0.29)  -2.197
C (-2.27, -4.12, 1.89)  -0.665
H (-0.97, -7.22, 2.95)  0.488
H (-1.96, -6.17, 3.88)  0.490
H (-0.41, -5.57, 3.22)  -0.184
H (-0.35, -5.10, 0.48)  -0.580
H (-0.46, -6.82, 0.74)  0.662
H (-0.96, -6.15, -1.63)  0.238
H (-2.10, -5.05, -1.12)  -0.826
H (-2.47, -8.09, -0.73)  0.344
H (-3.23, -7.04, -1.89)  0.520
H (-5.51, -5.68, -0.84)  0.378
H (-5.11, -4.94, 0.60)  0.408
H (-4.14, -4.46, -0.59)  0.290
H (-5.33, -8.07, -0.64)  0.423
H (-4.25, -8.68, 0.61)  0.516
H (-5.67, -7.68, 0.96)  0.411
H (-3.16, -3.93, 2.49)  0.656
H (-2.38, -3.56, 0.96)  -0.040
H (-1.36, -3.77, 2.38)  -0.479
H (-4.12, -7.22, 2.99)  0.343
C (2.44, -0.03, 0.22)  0.069
C (1.33, 0.60, -0.56)  2.606
C (0.14, -0.41, -0.94)  -0.610
C (-0.58, -0.94, 0.27)  0.858
C (-1.10, 0.25, 1.08)  -0.321
C (-0.13, 1.44, 1.37)  2.856
N (0.77, 1.76, 0.21)  0.541
O (1.61, 2.79, 0.49)  2.563
C (-0.95, 2.73, 1.65)  -1.313
C (0.53, 1.02, 2.68)  -0.814
C (1.95, 1.15, -1.86)  -2.042
H (2.79, -0.83, -0.44)  -0.053
H (2.12, -0.57, 1.11)  -0.253
H (3.26, 0.68, 0.28)  -0.514
H (-0.60, 0.07, -1.58)  -0.621
H (0.49, -1.24, -1.55)  0.736
H (0.15, -1.48, 0.88)  -0.432
H (-1.36, -1.63, -0.06)  -0.142
H (-1.53, -0.22, 1.97)  -0.073
H (-1.91, 0.64, 0.47)  -0.315
H (-1.73, 2.88, 0.90)  -0.778
H (-1.55, 2.65, 2.56)  0.181
H (-0.32, 3.62, 1.75)  0.104
H (1.30, 1.77, 2.82)  0.424
H (-0.22, 1.04, 3.48)  -0.257
H (1.07, 0.08, 2.77)  -0.931
H (1.16, 1.67, -2.41)  -0.255
H (2.30, 0.27, -2.41)  0.912
H (2.75, 1.85, -1.66)  -0.448
H (1.53, 3.44, -0.22)  -0.811

# 2
Formula: C66H55InN11O35S3V
Source: the Open Molecules 2025 dataset
Level of theory: ωB97M-V/def2-TZVPD

Its multiplicity is 2. The charge is -1. The calculation puts the HOMO-LUMO gap (alpha / beta) at 5.5 / 5.4 eV.

Last column: Mulliken spin population.
CARTESIAN COORDINATES (ANGSTROEM)
In (1.07, 2.15, 0.89)  0.007
O (-1.35, -2.30, -4.10)  0.000
V (-2.04, -1.11, -3.26)  0.000
S (3.71, 3.33, 2.53)  -0.046
O (4.92, 3.65, 3.28)  -0.008
O (2.61, 2.68, 3.26)  0.280
O (3.05, 4.39, 1.89)  0.302
O (3.94, 2.43, 1.37)  0.473
S (-0.80, -0.04, -1.14)  0.002
O (-0.82, -1.42, -1.67)  0.000
O (-1.05, 0.20, 0.26)  0.001
O (0.45, 0.57, -1.38)  -0.004
O (-1.80, 0.48, -2.05)  0.001
S (-4.59, -1.79, -3.73)  0.000
O (-3.63, -1.13, -4.57)  0.000
O (-5.29, -2.98, -4.17)  0.000
O (-3.77, -2.05, -2.58)  0.000
O (-5.67, -0.91, -3.33)  0.000
C (-2.47, -7.53, -0.20)  0.000
C (-1.16, -8.02, -0.22)  0.000
C (-0.21, -7.31, -0.78)  0.000
C (-0.42, -5.96, -1.19)  0.000
C (-1.69, -5.44, -1.09)  0.000
C (-2.79, -6.21, -0.52)  0.000
N (0.62, -5.14, -1.84)  0.000
O (1.73, -5.56, -1.67)  0.000
O (0.37, -4.06, -2.36)  0.000
H (-3.25, -8.22, 0.07)  0.000
H (-1.02, -9.02, 0.17)  0.000
H (0.74, -7.80, -0.92)  0.000
H (-1.83, -4.43, -1.44)  0.000
H (-3.85, -6.00, -0.48)  0.000
C (-0.36, 1.68, 8.41)  0.000
C (0.78, 2.03, 7.65)  0.000
C (0.53, 2.29, 6.30)  0.004
C (-0.81, 2.45, 5.80)  0.001
C (-1.83, 2.18, 6.70)  0.000
C (-1.67, 1.78, 7.98)  0.000
N (-1.06, 2.75, 4.34)  0.001
O (-2.10, 3.24, 4.02)  0.000
O (-0.20, 2.65, 3.51)  0.002
H (-0.13, 1.41, 9.43)  0.000
H (1.77, 1.82, 8.03)  0.000
H (1.35, 2.49, 5.62)  -0.006
H (-2.86, 2.29, 6.39)  0.000
H (-2.55, 1.62, 8.58)  0.000
C (-3.21, 4.75, -4.60)  0.000
C (-3.77, 3.46, -4.46)  0.000
C (-2.94, 2.35, -4.59)  0.000
C (-1.60, 2.51, -4.96)  0.000
C (-1.02, 3.80, -4.98)  0.000
C (-1.82, 4.91, -4.76)  0.000
N (-0.84, 1.26, -5.39)  0.000
O (0.11, 1.41, -6.13)  0.000
O (-1.29, 0.22, -4.97)  0.000
H (-3.83, 5.61, -4.43)  0.000
H (-4.80, 3.35, -4.13)  0.000
H (-3.40, 1.43, -4.25)  0.000
H (0.05, 3.94, -4.99)  0.000
H (-1.32, 5.86, -4.82)  0.000
C (-6.30, 5.00, 0.95)  0.000
C (-5.27, 5.15, 1.87)  0.000
C (-3.97, 4.67, 1.59)  0.000
C (-3.81, 3.88, 0.47)  0.000
C (-4.83, 3.73, -0.45)  0.000
C (-6.10, 4.26, -0.17)  0.000
N (-2.43, 3.48, 0.11)  -0.001
O (-1.96, 3.48, -1.00)  0.000
O (-1.76, 3.05, 1.10)  -0.001
H (-7.24, 5.40, 1.28)  0.000
H (-5.33, 5.77, 2.75)  0.000
H (-3.14, 4.88, 2.25)  0.000
H (-4.68, 3.11, -1.32)  0.000
H (-6.96, 4.06, -0.80)  0.000
C (6.45, -2.08, -2.01)  0.000
C (5.43, -2.99, -1.94)  0.000
C (4.31, -2.68, -1.12)  0.000
C (4.16, -1.47, -0.44)  0.002
C (5.25, -0.60, -0.58)  0.002
C (6.35, -0.88, -1.34)  0.000
N (2.93, -1.29, 0.33)  -0.004
O (2.75, -0.18, 0.87)  0.001
O (2.17, -2.25, 0.23)  0.000
H (7.25, -2.23, -2.72)  0.000
H (5.52, -3.85, -2.59)  0.000
H (3.57, -3.46, -1.08)  0.000
H (5.38, 0.28, 0.04)  -0.003
H (7.11, -0.10, -1.38)  0.000
C (-1.14, -2.94, 1.82)  0.000
C (-1.98, -2.78, 2.84)  0.000
C (-2.02, -3.84, 3.76)  0.000
C (-1.29, -4.94, 3.53)  0.000
C (-0.44, -5.10, 2.44)  0.000
C (-0.49, -4.12, 1.54)  0.000
N (-1.40, -6.05, 4.52)  0.000
O (-2.49, -6.39, 5.06)  0.000
O (-0.39, -6.79, 4.70)  0.000
H (-1.10, -2.12, 1.12)  0.000
H (-2.63, -1.92, 2.90)  0.000
H (-2.69, -3.85, 4.60)  0.000
H (0.10, -6.00, 2.18)  0.000
H (0.06, -4.27, 0.63)  0.000
C (5.43, -6.11, -5.11)  0.000
C (4.14, -6.77, -4.96)  0.000
C (2.97, -6.09, -5.17)  0.000
C (3.00, -4.73, -5.39)  0.000
C (4.26, -4.15, -5.59)  0.000
C (5.41, -4.78, -5.48)  0.000
N (1.68, -3.98, -5.47)  0.000
O (0.57, -4.58, -5.67)  0.000
O (1.72, -2.75, -5.37)  0.000
H (6.38, -6.63, -5.08)  0.000
H (4.19, -7.83, -4.76)  0.000
H (2.02, -6.51, -4.87)  0.000
H (4.22, -3.11, -5.89)  0.000
H (6.40, -4.39, -5.68)  0.000
C (5.18, 0.95, -5.50)  0.000
C (4.86, 2.36, -5.68)  0.000
C (4.10, 3.00, -4.73)  0.000
C (3.50, 2.30, -3.68)  0.001
C (3.85, 1.02, -3.43)  -0.001
C (4.67, 0.32, -4.31)  0.000
N (2.66, 3.02, -2.69)  0.004
O (2.06, 4.05, -2.98)  0.000
O (2.46, 2.56, -1.58)  -0.008
H (5.82, 0.43, -6.21)  0.000
H (5.17, 2.86, -6.59)  0.000
H (3.82, 4.02, -4.96)  0.000
H (3.38, 0.55, -2.58)  0.000
H (4.87, -0.71, -4.03)  0.000
C (-5.10, 0.37, 0.20)  0.000
C (-6.51, 0.32, 0.31)  0.000
C (-7.24, -0.84, 0.64)  0.000
C (-6.55, -1.99, 0.82)  0.000
C (-5.17, -1.95, 0.84)  0.000
C (-4.44, -0.78, 0.51)  0.000
N (-7.23, -3.24, 1.08)  0.000
O (-8.35, -3.19, 1.56)  0.000
O (-6.54, -4.22, 0.84)  0.000
H (-4.70, 1.31, -0.15)  0.000
H (-7.08, 1.24, 0.21)  0.000
H (-8.32, -0.82, 0.55)  0.000
H (-4.56, -2.83, 1.00)  0.000
H (-3.37, -0.82, 0.37)  0.000
C (2.97, -1.52, 8.57)  0.000
C (3.65, -1.03, 7.40)  0.000
C (2.91, -0.92, 6.24)  0.000
C (1.54, -1.18, 6.11)  0.000
C (0.86, -1.57, 7.33)  0.000
C (1.58, -1.76, 8.49)  0.000
N (0.77, -0.85, 4.90)  0.000
O (1.46, -0.57, 3.88)  -0.006
O (-0.48, -0.55, 5.06)  0.000
H (3.45, -1.70, 9.52)  0.000
H (4.72, -0.91, 7.35)  0.000
H (3.43, -0.66, 5.32)  0.001
H (-0.22, -1.59, 7.41)  0.000
H (1.13, -2.04, 9.42)  0.000
C (2.93, 9.76, -0.14)  0.000
C (1.64, 9.72, -0.72)  0.000
C (1.02, 8.50, -0.90)  0.000
C (1.47, 7.41, -0.27)  0.000
C (2.72, 7.45, 0.22)  0.003
C (3.49, 8.57, 0.25)  0.000
N (0.55, 6.20, -0.19)  0.004
O (1.01, 5.05, -0.32)  -0.004
O (-0.64, 6.37, -0.02)  0.000
H (3.59, 10.61, -0.10)  0.000
H (1.46, 10.58, -1.35)  0.000
H (0.10, 8.48, -1.46)  0.000
H (3.07, 6.74, 0.96)  -0.001
H (4.38, 8.60, 0.87)  0.000

Number 1: E_tot -125380.153 eV, maximum force 0.081 hartree/bohr. Number 2: E_tot -220719.481 eV, maximum force 0.206 hartree/bohr.